# 1
{"formula": "H28O14Xe", "method": "ωB97M-V/def2-TZVPD", "e_above_lowest_ev": 0.439, "max_force_ev_per_a": 1.13, "homo_energy_ev": -9.5, "multiplicity": 1, "e_tot_ev": -38082.8107, "lumo_ev": -0.6, "mol_weight_g_mol": 383.50, "symbols": ["Xe", "O", "O", "O", "O", "O", "O", "O", "O", "O", "O", "O", "O", "O", "O", "H", "H", "H", "H", "H", "H", "H", "H", "H", "H", "H", "H", "H", "H", "H", "H", "H", "H", "H", "H", "H", "H", "H", "H", "H", "H", "H", "H"], "positions_angstrom": [[1.098, 9.454, -4.138], [-1.908, 8.355, -2.299], [0.248, 6.625, -7.037], [2.336, 5.944, -5.131], [0.008, 7.629, -0.314], [3.451, 10.386, -7.049], [-2.246, 8.022, -5.013], [4.289, 9.007, -2.854], [1.944, 8.508, -8.450], [-0.420, 12.446, -5.018], [3.021, 12.453, -2.869], [-0.303, 12.524, -2.127], [2.285, 12.224, -5.617], [1.559, 6.172, -2.341], [2.346, 10.448, -1.091], [-2.962, 7.388, -4.981], [1.612, 7.964, -7.736], [-2.298, 9.222, -2.182], [0.686, 7.235, -0.863], [2.928, 10.046, -1.736], [4.276, 10.192, -6.603], [-2.053, 8.212, -4.095], [-0.337, 7.132, -6.473], [1.152, 5.367, -2.019], [1.460, 6.127, -3.292], [4.429, 8.506, -3.657], [3.978, 12.429, -2.839], [0.399, 7.669, 0.558], [4.479, 8.387, -2.149], [-0.140, 11.784, -1.541], [0.399, 12.169, -5.428], [3.142, 6.449, -5.236], [3.019, 11.026, -6.484], [-1.152, 8.351, -1.712], [2.429, 13.128, -5.894], [2.402, 9.225, -8.012], [2.689, 12.171, -4.750], [-0.274, 12.319, -4.080], [2.780, 10.299, -0.251], [2.617, 5.030, -5.183], [2.744, 11.939, -2.110], [-1.163, 12.852, -1.865], [0.927, 6.299, -6.446]]}

# 2
{"formula": "C2FLi5O6", "method": "ωB97M-V/def2-TZVPD", "max_force_ev_per_a": 11.32, "homo_energy_ev": -5.5, "multiplicity": 1, "e_tot_ev": -18101.3286, "lumo_ev": -3.0, "mol_weight_g_mol": 173.72, "symbols": ["F", "O", "O", "O", "O", "O", "O", "C", "C", "Li", "Li", "Li", "Li", "Li"], "positions_angstrom": [[-0.662, 0.841, -1.132], [-0.865, 1.681, 1.833], [-1.197, 0.407, 3.372], [2.678, -2.673, -1.766], [1.527, -1.748, -0.127], [-0.478, -0.373, 1.454], [1.176, -1.186, -2.190], [1.802, -1.838, -1.361], [-0.755, 0.537, 2.231], [0.982, 0.876, -2.425], [-2.705, 1.441, -0.115], [0.879, 0.164, 0.288], [-0.118, 3.023, 0.005], [-2.264, -1.153, -0.069]]}

# 3
{"formula": "C31H31CdN6O3PSTe", "method": "ωB97M-V/def2-TZVPD", "e_above_lowest_ev": 1.409, "max_force_ev_per_a": 3.01, "homo_energy_ev": -6.6, "multiplicity": 1, "e_tot_ev": -79716.4460, "lumo_ev": -1.2, "mol_weight_g_mol": 838.68, "symbols": ["Te", "Cd", "S", "P", "O", "O", "O", "N", "N", "N", "N", "N", "N", "C", "C", "C", "C", "C", "C", "C", "C", "C", "C", "C", "C", "C", "C", "C", "C", "C", "C", "C", "C", "C", "C", "C", "C", "C", "C", "C", "C", "C", "C", "C", "H", "H", "H", "H", "H", "H", "H", "H", "H", "H", "H", "H", "H", "H", "H", "H", "H", "H", "H", "H", "H", "H", "H", "H", "H", "H", "H", "H", "H", "H", "H"], "positions_angstrom": [[-0.256, 3.090, 3.524], [-0.213, -0.005, 0.406], [-0.109, -6.849, -0.011], [0.290, 0.791, 3.612], [-0.409, 0.109, 4.910], [1.827, 0.827, 4.059], [0.095, -0.238, 2.507], [-0.193, 2.021, -0.035], [-2.350, 0.439, 0.152], [2.025, 0.658, 0.260], [0.795, 2.688, 0.456], [-4.515, -7.182, -1.155], [0.044, -2.296, 0.095], [-0.356, -2.987, 1.163], [-2.462, -0.502, 5.997], [-3.818, 2.398, -0.045], [-2.554, 1.768, 0.002], [2.670, -0.628, 5.804], [4.205, 1.881, 1.467], [-4.150, -7.097, 0.117], [-3.245, -1.771, 0.376], [3.034, 2.575, 1.286], [-1.552, 4.026, -0.204], [2.563, -0.374, 4.312], [-1.848, -6.975, -0.451], [1.946, 1.934, 0.676], [0.353, -4.344, -1.087], [-2.828, -6.993, 0.529], [-2.212, -7.069, -1.785], [-3.566, -7.170, -2.081], [4.274, 0.550, 1.053], [-0.421, -4.369, 1.178], [0.385, -2.963, -1.006], [-1.401, 2.630, -0.131], [-0.060, -5.058, 0.031], [-3.931, 3.763, -0.157], [-4.798, -2.335, 2.121], [-3.242, -0.422, 0.768], [-4.064, -0.052, 1.847], [-4.014, -2.711, 1.039], [-4.812, -1.005, 2.516], [-1.651, -0.573, 4.720], [-2.801, 4.590, -0.215], [3.159, -0.010, 0.468], [3.230, -1.544, 5.987], [-2.571, -6.934, 1.576], [-0.627, -2.405, 2.035], [-1.465, -7.068, -2.565], [-1.442, -1.618, 4.465], [5.169, -0.038, 1.193], [-1.928, -0.997, 6.808], [-4.068, 0.977, 2.180], [-5.389, -3.068, 2.653], [-4.706, 1.783, -0.010], [3.169, -1.043, 0.133], [-4.956, -7.114, 0.842], [3.176, 0.206, 6.287], [0.640, -4.856, -1.993], [5.064, 2.353, 1.924], [0.688, -2.366, -1.857], [-4.010, -3.742, 0.701], [-2.207, -0.133, 3.888], [-2.635, -2.057, -0.474], [-0.745, -4.898, 2.062], [-2.921, 5.662, -0.272], [-4.915, 4.213, -0.197], [3.549, -0.218, 3.869], [1.672, -0.721, 6.229], [-0.654, 4.626, -0.273], [2.905, 3.601, 1.595], [2.083, -1.215, 3.801], [-3.904, -7.244, -3.108], [-3.423, -0.995, 5.849], [-5.415, -0.713, 3.366], [-2.634, 0.536, 6.279]]}

# 4
{"formula": "C8H13N5S2", "method": "ωB97M-V/def2-TZVPD", "e_above_lowest_ev": 0.000, "max_force_ev_per_a": 5.98, "homo_energy_ev": [-6.9, -6.5], "multiplicity": 1, "e_tot_ev": -37622.9525, "lumo_ev": [-0.4, -0.6], "mol_weight_g_mol": 243.36, "symbols": ["S", "S", "N", "N", "N", "N", "N", "C", "C", "C", "C", "C", "C", "C", "C", "H", "H", "H", "H", "H", "H", "H", "H", "H", "H", "H", "H", "H"], "positions_angstrom": [[1.426, 1.164, -3.011], [1.919, -0.075, 4.745], [2.543, 1.742, 2.917], [-0.534, -0.613, -2.380], [0.971, 0.608, 0.992], [-0.740, -0.805, -0.035], [-0.058, -0.805, 2.529], [-0.583, -1.546, -3.573], [-2.545, -1.890, -1.366], [2.243, 2.995, 2.271], [0.274, 0.046, 0.012], [-1.236, -1.183, -1.211], [0.889, 0.159, 2.250], [0.300, 0.363, -2.183], [1.726, 0.682, 3.283], [-1.670, -1.819, -3.518], [0.015, -2.480, -3.564], [-3.196, -1.878, -0.595], [-2.978, -1.576, -2.296], [2.578, 3.792, 3.041], [-2.364, -2.989, -1.570], [3.211, 1.841, 3.680], [1.170, 3.111, 2.137], [1.796, 1.256, 0.739], [-0.283, -0.900, -4.358], [2.805, 3.062, 1.349], [-0.675, -1.015, 1.782], [-0.288, -0.904, 3.562]]}